20
Properties=species:S:1:pos:R:3:forces:R:3 method="wB97M-V/def2-TZVPD" homo_ha=-0.360 de_lowest_ev=0.963 orbital_gap_ha=0.38646 smiles=C[C@H](N)CO.O.O
C 1.13150 0.83935 -2.25331 -0.63 -0.06 0.64
C 0.39923 1.21095 -0.90005 1.98 1.21 -1.48
N 1.10200 2.35668 -0.26477 -0.17 -0.49 0.48
C 0.29827 0.06521 0.04271 -2.70 -1.40 0.55
O -0.88636 0.18005 0.89704 0.66 0.31 0.22
H 0.53583 1.27510 -3.05427 0.31 0.06 -0.21
H 2.12856 1.27234 -2.23448 0.07 -0.04 -0.19
H 1.21874 -0.22851 -2.46484 -0.08 0.01 0.19
H -0.53767 1.67720 -1.20051 -0.54 -0.85 0.34
H 1.43029 2.97822 -0.98827 -0.11 0.29 -0.09
H 1.94017 2.01581 0.18905 0.15 -0.03 0.10
H 0.00102 -0.86740 -0.45105 0.54 0.24 -0.54
H 1.16282 -0.21327 0.64274 0.42 0.64 -0.02
H -0.93597 1.08036 1.23635 0.14 0.06 0.06
O -2.60348 -2.62855 1.16789 -0.25 -0.75 0.24
H -1.94621 -2.79796 0.48794 0.03 0.21 0.06
H -2.92853 -1.74299 1.04518 0.05 0.56 -0.27
O -0.19798 -2.40404 2.71267 0.81 -1.08 0.55
H -1.09158 -2.54132 3.00891 -0.61 -0.28 -0.01
H -0.22067 -1.52722 2.38109 -0.07 1.41 -0.62


19
Properties=species:S:1:pos:R:3:forces:R:3 method="wB97M-V/def2-TZVPD" homo_ha="-0.445 / -0.445" de_lowest_ev=6.420 total_charge=+1 orbital_gap_ha="0.29619 / 0.29616"
C -0.00008 0.27305 -1.82091 -0.06 -0.41 -1.09
C 0.26977 -0.18065 0.65401 0.27 -0.49 1.23
C -2.17976 1.09175 -2.35500 -1.82 -0.04 -2.12
C 2.09742 -0.47132 2.47910 2.32 0.23 4.23
N -0.96649 -0.49791 0.50086 1.23 -1.03 0.45
N -1.78343 -0.22547 -0.46446 -1.68 -0.10 1.58
N -1.25615 0.38020 -1.51150 2.12 0.38 0.94
N 0.89112 -0.89812 1.94139 -3.33 -3.76 -2.62
H 0.22048 0.66757 -2.78984 0.46 0.17 -0.35
H 0.68443 -0.45725 -1.30505 -1.03 1.21 -0.73
H 0.80032 0.70223 0.24325 0.32 -1.05 0.71
H -1.61087 1.91627 -2.81665 -0.52 -0.29 0.20
H -2.34247 0.29424 -3.13897 -0.54 1.29 0.40
H -3.21570 1.46799 -1.93847 2.55 -1.11 -0.21
H 1.91418 0.41284 3.12166 0.34 -0.58 -0.13
H 2.55617 -1.36881 3.10627 -0.75 2.22 -1.18
H 2.77210 -0.16408 1.73501 0.92 0.09 -1.10
H 0.08310 -0.94735 2.56354 0.18 0.35 0.52
H 1.06585 -1.99515 1.79576 -0.97 2.92 -0.71


In g/mol, the molecular weight values for the records above are, in order, 111.141, 115.160.